Entry from the OMol25 dataset: C3H3NO4 in the gas phase at a distorted geometry (ωB97M-V/def2-TZVPD).

Each line ends with the Mulliken charge.
Element x y z (Å)
C -0.010 -0.673 -0.184  0.692
C 0.060 1.542 -0.167  0.200
C -1.340 -1.023 0.237  0.017
H 2.812 -0.517 0.516  0.354
H 0.285 2.460 -0.784  0.339
H -1.331 -1.837 1.005  0.324
N 1.054 -1.118 0.362  -0.397
O 2.191 -0.501 -0.188  -0.324
O -0.018 0.504 -1.000  -0.270
O -0.041 1.459 1.022  -0.464
O -2.308 -0.382 -0.156  -0.472

For the LUMO energy, the calculation gives -0.703 eV. For the HOMO energy, the calculation gives -0.3981 Ha. The calculation puts the energy above the lowest of the compared OMol25 structures with the same formula, charge and spin at 349.3 kJ/mol.

Entry from the OMol25 dataset: a 3-piece molecular cluster, C3H9NO3P overall at a distorted geometry (ωB97M-V/def2-TZVPD).

Each line ends with the Mulliken charge.
Element x y z (Å)
C 0.604 0.620 -0.948  -1.011
C -0.240 2.154 0.516  -0.601
C 0.445 2.880 -1.587  -0.626
N 0.357 1.982 -0.627  0.223
O -0.844 -3.938 3.253  -0.652
O -0.187 -2.252 -1.545  -0.458
O -0.480 -2.661 0.881  -0.506
P -0.132 -3.304 -0.477  -0.027
H 0.924 0.478 -2.036  0.266
H 1.381 0.276 -0.213  0.328
H -0.138 -0.055 -0.749  0.421
H -0.561 1.348 1.109  0.334
H -1.184 -3.074 3.250  0.285
H -0.605 3.162 0.577  0.199
H -0.911 -4.070 2.225  0.376
H 1.233 2.627 -2.370  0.159
H 0.339 3.826 -1.259  0.290

As for the charge: -1. For the LUMO energy, the calculation gives 3.664 eV. For the HOMO energy, the calculation gives -0.1496 Ha. The calculation puts the energy above the lowest of the compared OMol25 structures with the same formula, charge and spin at 398.3 kJ/mol.

Entry from the OMol25 dataset: C2H4N2OS in the gas phase at a distorted geometry (ωB97M-V/def2-TZVPD).

Each line ends with the Mulliken charge.
Element x y z (Å)
C -0.211 0.297 -0.633  -0.037
C 0.003 -0.205 0.754  0.097
H 0.369 -0.540 -2.536  0.213
H 1.062 -1.205 -1.121  0.270
H -0.562 0.151 1.685  0.395
H 1.729 -2.062 2.307  0.357
N 0.529 -0.479 -1.539  -0.321
N 0.882 -1.093 0.951  -0.309
O 1.122 -1.343 2.319  -0.373
S -1.263 1.553 -0.969  -0.292

For the LUMO energy, the calculation gives -0.451 eV. For the HOMO energy, the calculation gives -0.3243 Ha. The calculation puts the energy above the lowest of the compared OMol25 structures with the same formula, charge and spin at 271.0 kJ/mol.

Entry from the OMol25 dataset: C44H33AsN3O6P2S3W as an isolated structure at a distorted geometry (ωB97M-V/def2-TZVPD).

Each line ends with the Mulliken charge.
Element x y z (Å)
W 0.054 0.330 -0.836  2.419
C -2.520 -1.236 1.245  -0.989
P -2.438 -0.389 -0.352  0.636
C -3.613 -1.143 -1.491  0.291
C -4.295 -0.370 -2.427  -0.327
C -5.116 -0.977 -3.361  -0.682
C -5.249 -2.360 -3.377  -0.550
C -4.563 -3.135 -2.455  -0.741
C -3.737 -2.530 -1.518  -0.663
C -3.332 1.135 0.172  0.330
C -4.714 1.089 0.368  -0.507
C -5.398 2.182 0.878  -0.828
C -4.707 3.340 1.212  -0.680
C -3.334 3.394 1.025  -0.971
C -2.653 2.302 0.503  0.283
C -1.516 -0.460 2.027  0.572
C -1.544 -0.070 3.348  -1.609
C -0.329 0.615 3.574  -1.150
C 0.371 0.586 2.383  0.596
C 1.806 1.008 2.318  -0.944
P 2.036 2.043 0.786  0.229
C 3.317 2.525 -0.463  1.025
C 3.911 3.800 -0.364  -0.526
C 5.060 4.118 -1.075  -0.713
C 5.672 3.180 -1.888  -0.665
C 5.101 1.928 -2.015  -0.842
C 3.958 1.603 -1.301  0.028
C 2.001 3.678 1.640  -1.017
C 1.062 4.622 1.244  0.155
C 1.052 5.884 1.829  -0.945
C 1.981 6.208 2.806  -0.494
C 2.922 5.265 3.208  -0.981
C 2.927 4.007 2.629  0.323
N -0.376 -0.043 1.407  0.951
H -2.215 -2.279 1.158  0.769
H -3.519 -1.181 1.675  0.565
H -4.172 0.705 -2.430  0.354
H -5.628 -0.372 -4.098  0.389
H -5.877 -2.834 -4.122  0.368
H -4.656 -4.214 -2.472  0.411
H -3.167 -3.139 -0.828  0.304
H -5.264 0.188 0.121  0.483
H -6.471 2.128 1.017  0.426
H -5.236 4.191 1.621  0.382
H -2.782 4.287 1.291  0.535
H -1.584 2.373 0.372  -0.132
H -2.335 -0.268 4.054  0.480
H 0.025 1.043 4.501  0.485
H 2.500 0.167 2.312  0.279
H 2.048 1.674 3.138  0.792
H 3.461 4.591 0.210  0.245
H 5.471 5.114 -0.979  0.426
H 6.578 3.430 -2.427  0.377
H 5.544 1.187 -2.667  0.469
H 3.527 0.627 -1.431  0.188
H 0.355 4.371 0.463  0.329
H 0.323 6.618 1.509  0.450
H 1.976 7.193 3.255  0.400
H 3.655 5.517 3.964  0.425
H 3.677 3.283 2.936  0.453
S 2.172 -0.757 -0.057  -0.247
C 2.300 -2.230 -0.996  0.538
C 3.519 -2.616 -1.526  -0.923
C 3.658 -3.832 -2.188  0.293
C 4.953 -4.229 -2.686  -0.145
N 5.997 -4.537 -3.058  -0.599
C 2.536 -4.654 -2.321  0.673
C 1.320 -4.271 -1.780  -1.122
C 1.168 -3.061 -1.088  0.553
S -0.313 -2.639 -0.324  -0.217
C 2.629 -5.921 -3.020  -0.263
N 2.691 -6.923 -3.579  -0.591
H 4.383 -1.973 -1.413  0.620
H 0.466 -4.926 -1.881  0.508
O 1.881 3.845 -3.259  -0.780
As 0.473 3.046 -2.483  1.111
O 1.099 1.346 -2.255  -0.973
O 0.588 2.013 0.226  0.912
C -0.490 2.939 -4.170  -0.351
C -0.684 4.097 -4.913  -0.664
C -1.552 4.088 -5.999  -0.552
C -2.221 2.924 -6.356  -0.519
C -2.022 1.747 -5.637  -0.677
C -1.174 1.792 -4.550  0.228
S -0.885 0.224 -3.449  0.999
O -1.960 -0.608 -3.973  -0.794
O -1.370 1.117 -2.170  -1.196
O -0.078 -0.815 -2.381  -0.464
H 2.582 3.956 -2.613  0.296
H -0.151 5.004 -4.648  0.403
H -1.714 4.997 -6.566  0.376
H -2.904 2.932 -7.198  0.373
H -2.523 0.824 -5.897  0.527

As for the charge: -1. For the LUMO energy (alpha / beta), the calculation gives 1.678 / 1.745 eV. As for the spin multiplicity: 3. For the HOMO energy (alpha / beta), the calculation gives -0.1606 / -0.1800 Ha. The calculation puts the energy above the lowest of the compared OMol25 structures with the same formula, charge and spin at 166.9 kJ/mol.

> The highest energy above the lowest of the compared OMol25 structures with the same formula, charge and spin belongs to which entry?

C3H9NO3P

> Which of these has the lowest energy above the lowest of the compared OMol25 structures with the same formula, charge and spin?

C44H33AsN3O6P2S3W